1.
C19H21BrF3OP2 | the ωB97M-V functional and the def2-TZVPD basis

XYZ file:
```
47
Properties=species:S:1:pos:R:3
C -6.057 -2.295 1.899
P -4.524 -2.832 2.673
P -3.080 -1.214 3.393
O -4.109 -0.497 4.423
Br -3.435 0.030 1.636
H -5.885 -2.166 0.831
H -6.372 -1.349 2.338
H -6.825 -3.054 2.052
H -4.820 -3.602 3.805
H -3.850 -3.721 1.827
H -3.942 -0.705 5.352
F 0.361 -3.785 -0.344
C 0.697 -2.511 -0.043
C -0.312 -1.622 0.266
C 0.032 -0.315 0.584
C 1.361 0.086 0.582
C 2.351 -0.832 0.256
C 2.028 -2.145 -0.063
H -1.342 -1.955 0.228
H -0.749 0.394 0.827
H 1.631 1.103 0.828
H 3.387 -0.521 0.244
H 2.782 -2.872 -0.328
F -0.228 -0.749 -7.156
C -0.068 -1.412 -5.994
C 0.429 -0.725 -4.904
C 0.589 -1.416 -3.710
C 0.256 -2.761 -3.625
C -0.239 -3.424 -4.740
C -0.407 -2.750 -5.942
H 0.685 0.321 -5.000
H 0.980 -0.898 -2.842
H 0.387 -3.295 -2.694
H -0.495 -4.474 -4.679
H -0.789 -3.240 -6.826
F 3.113 2.779 0.728
C 3.205 3.951 1.407
C 3.762 3.938 2.668
C 3.852 5.142 3.354
C 3.390 6.317 2.777
C 2.836 6.293 1.505
C 2.738 5.100 0.802
H 4.119 3.010 3.092
H 4.291 5.159 4.343
H 3.467 7.251 3.316
H 2.480 7.208 1.051
H 2.319 5.054 -0.194
```

Output
Total charge   +1
HOMO level   -10.7 eV

2.
C4H12N2 | the ωB97M-V functional and the def2-TZVPD basis

XYZ file:
```
18
Properties=species:S:1:pos:R:3
C 4.036 -1.590 0.496
C 4.273 -0.164 -0.029
N 3.572 0.145 -1.305
H 2.987 -1.922 0.354
H 4.298 -1.512 1.582
H 4.631 -2.296 -0.130
H 5.397 0.044 -0.173
H 3.996 0.631 0.657
H 2.553 -0.192 -1.303
H 4.076 -0.354 -2.146
C -4.630 0.998 -0.638
C -5.454 0.879 1.445
N -5.100 1.639 0.509
H -3.555 1.325 -0.695
H -5.021 -0.004 -0.794
H -4.959 1.419 -1.627
H -5.394 1.105 2.612
H -5.704 -0.149 1.186
```

Output
Relative energy (zero: lowest compared OMol25 entry of this formula, charge and spin)   265.3 kJ/mol
Total charge   0
HOMO level   -9.2 eV

3.
C5H9NO | the ωB97M-V functional and the def2-TZVPD basis

XYZ file:
```
16
Properties=species:S:1:pos:R:3
C 3.433 -0.539 -0.526
C 4.309 0.165 -0.048
C 0.443 -0.244 0.766
C -0.961 0.311 0.221
C -3.258 -0.318 -0.330
H 2.699 -1.114 -0.963
H 5.251 0.688 0.188
H 0.396 -1.339 0.196
H 0.647 -0.314 1.836
H 1.230 0.385 0.172
H -1.688 -1.615 0.433
H -3.269 0.744 -0.277
H -3.855 -0.621 -1.336
H -4.003 -0.787 0.325
N -1.944 -0.603 0.005
O -0.949 1.493 -0.138
```

Output
Relative energy (zero: lowest compared OMol25 entry of this formula, charge and spin)   428.2 kJ/mol
Total charge   0
HOMO level   -9.6 eV

4.
CH3O5PS | the ωB97M-V functional and the def2-TZVPD basis

XYZ file:
```
11
Properties=species:S:1:pos:R:3
C -1.493 0.326 0.069
O 2.815 -1.063 -0.018
O 0.484 -1.190 1.039
O 0.779 -1.497 -1.558
O 1.169 2.019 0.904
O -0.728 1.028 -0.842
P 1.323 -1.033 -0.211
S 0.928 1.289 -0.563
H -2.496 0.342 -0.249
H -1.487 0.504 1.191
H -1.293 -0.725 0.237
```

Output
Relative energy (zero: lowest compared OMol25 entry of this formula, charge and spin)   0.0 kJ/mol
Total charge   -2
HOMO level   0.3 eV

5.
C5H5NO | the ωB97M-V functional and the def2-TZVPD basis

XYZ file:
```
12
Properties=species:S:1:pos:R:3
N 2.645 1.404 0.084
C 1.898 0.525 0.175
C 0.945 -0.589 0.270
O 0.112 -0.546 1.443
C -1.056 -0.827 0.695
C -1.077 0.679 -0.381
C -0.297 -0.558 -0.610
H 1.490 -1.537 0.223
H -1.811 0.196 0.651
H -1.889 0.854 -1.084
H -0.575 1.554 0.026
H -0.400 -1.118 -1.532
```

Output
Relative energy (zero: lowest compared OMol25 entry of this formula, charge and spin)   480.9 kJ/mol
Total charge   0
HOMO level   -9.3 eV

6.
C6H14O2 | the ωB97M-V functional and the def2-TZVPD basis

XYZ file:
```
22
Properties=species:S:1:pos:R:3
C -1.362 3.007 -0.898
C -0.626 3.167 -1.994
C -0.452 0.886 -0.030
C -1.413 1.803 -0.028
C -2.693 1.701 0.730
C -0.415 -0.440 0.651
H -1.998 3.840 -0.616
H 0.124 2.484 -2.374
H -0.710 4.072 -2.572
H 0.335 1.015 -0.770
H -3.533 1.567 0.031
H -2.982 2.653 1.187
H -2.851 0.878 1.426
H -1.073 -1.195 0.205
H -0.603 -0.409 1.721
H 0.525 -0.914 0.442
H -0.107 -6.349 -0.914
H 1.307 -5.832 -0.942
O 0.469 -5.749 -1.399
H 5.859 -2.801 1.864
H 6.515 -1.493 2.268
O 5.684 -1.891 2.014
```

Output
Relative energy (zero: lowest compared OMol25 entry of this formula, charge and spin)   206.8 kJ/mol
Total charge   0
HOMO level   -8.3 eV

no.,E_tot (hartree),LUMO energy (eV)
1,-4367.9259,-4.0
2,-269.0153,1.1
3,-325.7745,0.7
4,-1155.6680,6.4
5,-323.3365,0.8
6,-387.4288,0.8